{
  "formula": "C25H28CeF4N4O",
  "method": "wB97M-V/def2-TZVPD",
  "elements": ["Ce", "C", "N", "C", "C", "C", "N", "C", "C", "F", "C", "F", "C", "C", "F", "C", "F", "H", "H", "H", "H", "H", "H", "H", "H", "H", "H", "H", "C", "C", "C", "C", "C", "C", "C", "C", "C", "C", "N", "C", "C", "C", "C", "C", "N", "H", "H", "H", "H", "H", "H", "H", "H", "H", "H", "H", "H", "H", "H", "H", "H", "H", "O"],
  "xyz": [[1.25957, 0.53671, -0.09719], [2.48668, 1.42985, 1.97718], [1.78650, 0.13828, 2.06812], [1.31669, -0.11340, 3.42491], [2.63607, -0.98261, 1.60599], [3.03147, -0.96560, 0.10894], [1.88314, -1.28118, -0.75449], [2.06148, -0.85237, -2.04443], [1.45798, 0.32002, -2.63210], [0.64241, 1.19449, -1.97276], [1.68410, 0.64851, -3.96505], [1.11337, 1.75223, -4.48754], [2.48861, -0.13315, -4.79173], [3.07204, -1.27203, -4.25378], [3.84453, -2.03856, -5.04396], [2.86623, -1.62660, -2.92746], [3.46066, -2.75667, -2.48667], [3.42814, 1.43326, 2.55444], [1.88294, 2.21143, 2.34858], [2.71246, 1.69446, 0.93648], [2.14259, -0.19453, 4.14196], [0.73222, -1.03836, 3.46497], [0.64996, 0.68592, 3.75838], [2.11530, -1.92862, 1.80157], [3.55735, -1.00675, 2.20434], [3.81113, -1.72650, -0.01844], [3.51741, -0.00902, -0.13615], [2.65026, 0.13800, -5.82528], [-1.39447, 1.38072, -2.63654], [-0.82856, 0.00041, -2.28877], [-1.83696, -0.86255, -1.56570], [-2.72977, -1.63080, -2.32174], [-3.65377, -2.46044, -1.69883], [-3.68846, -2.53914, -0.31331], [-2.81246, -1.78002, 0.47369], [-2.87557, -1.93357, 1.97558], [-4.06003, -1.19178, 2.58297], [-1.89739, -0.91072, -0.15030], [-1.00713, -0.12139, 0.61149], [-1.48276, 0.99570, 1.06259], [-0.64610, 1.90764, 1.77360], [-1.06311, 3.03745, 2.47953], [0.08314, 3.61142, 3.01287], [1.13236, 2.81333, 2.59928], [0.68216, 1.78273, 1.83640], [-0.64923, 1.97669, -3.16082], [-1.69227, 1.92977, -1.73979], [-2.27345, 1.29461, -3.28497], [0.09551, 0.09881, -1.68449], [-0.51708, -0.50031, -3.21108], [-2.69674, -1.59321, -3.40679], [-4.33480, -3.05968, -2.29570], [-4.40030, -3.21152, 0.15934], [-1.94819, -1.59110, 2.44482], [-2.94909, -3.00004, 2.21932], [-4.01385, -0.12068, 2.36766], [-4.06890, -1.31923, 3.66958], [-5.00999, -1.56996, 2.19339], [-2.52750, 1.31288, 0.91934], [-2.07922, 3.39182, 2.59941], [0.14742, 4.49835, 3.62795], [2.18425, 2.95986, 2.83125], [0.52108, 2.14673, -0.64006]],
  "atomic_forces_ev_per_a": [[-2.78, 5.13, 3.41], [8.78, -7.22, -1.67], [3.75, -3.57, 2.09], [-0.35, -0.15, 0.29], [0.87, -1.05, 1.06], [1.39, -2.47, 0.86], [0.93, -3.35, 0.26], [0.63, 0.34, -0.69], [2.73, 0.16, -5.92], [9.05, 1.98, -12.70], [0.07, -0.87, 1.87], [-0.10, 0.26, -0.07], [0.44, 0.27, -1.27], [-0.56, -0.22, 1.68], [0.17, -0.17, -0.06], [0.51, 0.32, -2.50], [0.06, -0.14, 0.52], [0.77, -0.54, -0.17], [11.25, -8.19, -2.75], [0.88, 0.39, 0.50], [0.13, -0.05, -0.04], [0.19, 0.00, -0.20], [0.21, -0.13, -0.07], [-0.06, 0.18, -0.10], [0.11, -0.07, -0.13], [-0.10, 0.22, -0.01], [0.49, 0.22, -0.38], [-0.02, -0.03, 0.03], [-1.16, 0.13, -0.44], [-4.47, -3.59, 0.58], [-0.47, -0.28, -0.48], [-0.05, -0.07, 0.65], [-0.02, 0.00, 0.06], [0.23, 0.19, -0.16], [0.12, -0.05, -0.13], [0.16, -0.05, -0.01], [-0.12, 0.03, 0.26], [-0.76, -0.85, -0.91], [-1.28, 0.42, 0.19], [0.45, -0.13, 0.29], [-1.64, 0.81, 0.57], [-0.67, 0.47, 0.34], [-1.04, 0.59, 0.28], [-11.53, 9.90, 3.97], [-9.07, 5.23, 0.01], [-0.71, 0.05, -0.09], [0.13, -0.04, -0.06], [-0.07, -0.21, 0.09], [-5.94, -4.63, -0.23], [-0.34, -0.13, 0.21], [0.12, 0.09, 0.10], [0.03, 0.03, 0.06], [0.11, 0.07, 0.08], [-0.06, 0.08, -0.17], [-0.08, 0.07, -0.06], [0.02, -0.08, 0.01], [-0.06, 0.06, -0.04], [0.10, 0.04, -0.02], [0.19, -0.34, -0.03], [-0.06, -0.07, 0.00], [0.03, -0.07, -0.02], [-1.10, 3.95, 1.96], [-0.42, 7.11, 9.31]],
  "fmax_ev_per_a": 15.725,
  "de_lowest_kj_mol": 773.9,
  "homo_energy_ev": [-0.75, -3.72],
  "energy_ha": -2137.383158,
  "spin_multiplicity": 2,
  "e_lumo_ev": [2.494, 2.446],
  "gap_ev": [3.248, 6.168],
  "total_charge": -1
}

{
  "formula": "C25H28Cl2N10O4SY",
  "method": "wB97M-V/def2-TZVPD",
  "elements": ["Y", "Cl", "C", "C", "C", "N", "C", "O", "C", "C", "C", "C", "C", "N", "C", "C", "C", "Cl", "N", "C", "O", "C", "C", "C", "C", "C", "N", "H", "H", "H", "H", "H", "H", "H", "H", "H", "H", "N", "C", "C", "C", "C", "N", "C", "N", "N", "C", "O", "O", "H", "H", "H", "H", "H", "H", "H", "H", "H", "H", "H", "H", "H", "H", "N", "C", "N", "S", "H", "H", "H", "H"],
  "xyz": [[-0.40713, 0.40624, 1.44210], [2.49302, 3.09808, -4.39305], [2.33946, 2.48257, -2.77153], [1.08236, 2.47264, -2.17976], [0.92637, 1.97486, -0.89067], [-0.26095, 1.99873, -0.14667], [-1.37605, 2.62674, -0.54783], [-1.65983, 3.09114, -1.64757], [-2.40458, 2.76453, 0.57189], [-3.48624, 3.60744, 0.38766], [-4.37492, 3.79204, 1.43423], [-4.16508, 3.11605, 2.62537], [-3.07813, 2.26654, 2.71911], [-2.20824, 2.09296, 1.71973], [2.04530, 1.42110, -0.20795], [3.29598, 1.45761, -0.81650], [3.43644, 1.99748, -2.08887], [5.01174, 1.98418, -2.82412], [1.77828, 0.90713, 1.07029], [2.74917, 0.43391, 1.87590], [3.95022, 0.32881, 1.67081], [2.23917, 0.00134, 3.24727], [3.16239, -0.34304, 4.22141], [2.70691, -0.68790, 5.48076], [1.34192, -0.68828, 5.72995], [0.48368, -0.35498, 4.70095], [0.91826, -0.01643, 3.48040], [0.23510, 2.88783, -2.70186], [-3.59095, 4.10530, -0.56529], [-5.21883, 4.45986, 1.32214], [-4.82928, 3.23612, 3.46900], [-2.89525, 1.69419, 3.62034], [4.15526, 1.06447, -0.29913], [4.20956, -0.31935, 3.95782], [3.40644, -0.94866, 6.26409], [0.94404, -0.93954, 6.70284], [-0.59082, -0.35952, 4.83843], [-1.95230, -0.43209, -0.52654], [-1.01279, -1.05915, -1.47007], [-1.70004, -2.13191, -2.33410], [-0.90467, -2.77341, -3.47417], [-0.23890, -1.78286, -4.42995], [1.02835, -1.34732, -3.85671], [1.93168, -0.61238, -4.47203], [3.13678, -0.44249, -3.91908], [1.68557, -0.09547, -5.68302], [0.18095, -1.63787, -0.68329], [1.17298, -2.05269, -1.27517], [0.04109, -1.63475, 0.59545], [-2.56569, -1.12913, -0.11299], [-2.53293, 0.23836, -1.02023], [-0.62315, -0.26372, -2.11226], [-2.57836, -1.64426, -2.77077], [-2.08523, -2.91553, -1.67393], [-1.59541, -3.39379, -4.04681], [-0.13700, -3.44694, -3.09045], [-0.90374, -0.92607, -4.59912], [-0.04934, -2.25620, -5.39570], [1.21095, -1.63868, -2.87716], [3.27290, -0.76470, -2.97168], [3.70145, 0.35454, -4.17992], [0.73736, -0.02699, -6.00773], [2.34776, 0.54977, -6.08013], [-0.83175, -3.17433, 2.77315], [-1.87442, -2.60374, 3.36255], [-2.43818, -3.22455, 4.40464], [-2.52617, -1.10601, 2.85414], [-0.46364, -4.05208, 3.10170], [-0.42530, -2.75410, 1.93888], [-2.15117, -4.14166, 4.70311], [-3.22245, -2.79001, 4.85769]],
  "atomic_forces_ev_per_a": [[-0.78, -0.40, 0.40], [-0.01, -0.02, 0.02], [-0.06, 0.05, -0.06], [0.04, 0.04, 0.02], [0.03, 0.01, -0.03], [0.12, 0.26, -0.12], [-0.08, 0.02, -0.02], [0.01, -0.01, -0.01], [0.06, 0.04, -0.02], [0.00, -0.01, 0.02], [-0.01, 0.02, -0.03], [0.01, -0.01, 0.02], [0.00, -0.03, -0.03], [0.00, -0.03, -0.13], [0.13, 0.06, 0.09], [-0.05, -0.04, -0.09], [0.05, 0.01, 0.07], [0.04, 0.03, 0.02], [0.13, 0.03, -0.06], [0.06, -0.02, 0.02], [0.01, 0.03, -0.01], [0.00, 0.03, -0.04], [-0.03, 0.00, -0.02], [0.04, 0.00, 0.02], [-0.05, 0.00, 0.00], [0.06, -0.02, -0.04], [0.00, 0.07, -0.04], [0.01, 0.00, 0.00], [0.00, 0.01, 0.00], [0.00, 0.00, 0.01], [-0.01, 0.00, 0.00], [-0.01, 0.02, 0.01], [0.01, 0.02, 0.00], [0.00, 0.00, 0.02], [0.00, 0.00, 0.00], [0.01, 0.00, 0.00], [0.00, 0.01, 0.03], [0.15, 0.08, 0.08], [0.09, -0.14, -0.01], [-0.12, 0.19, -0.08], [0.05, -0.04, 0.00], [-0.02, 0.05, 0.04], [0.02, 0.04, 0.03], [-0.05, -0.06, -0.01], [-0.02, 0.00, 0.01], [0.02, 0.01, -0.02], [-0.09, -0.03, 0.10], [-0.02, -0.07, -0.05], [0.16, -0.06, -0.10], [0.00, -0.01, 0.00], [-0.03, -0.02, 0.01], [0.03, 0.01, 0.03], [-0.01, -0.03, 0.01], [0.05, -0.02, -0.01], [0.00, 0.04, -0.01], [0.00, -0.01, 0.04], [0.02, 0.01, -0.02], [-0.02, -0.04, 0.01], [0.01, -0.05, -0.04], [-0.01, -0.01, -0.02], [0.00, -0.06, -0.03], [-0.01, 0.00, -0.01], [-0.01, 0.02, 0.00], [-0.07, -0.01, 0.03], [0.01, 0.05, 0.01], [0.06, -0.01, -0.03], [0.06, 0.03, 0.04], [0.02, -0.01, 0.00], [0.02, 0.00, 0.00], [-0.01, -0.01, 0.01], [-0.02, -0.01, -0.02]],
  "fmax_ev_per_a": 0.959,
  "de_lowest_kj_mol": 0.0,
  "homo_energy_ev": -9.70,
  "energy_ha": -3175.090654,
  "e_lumo_ev": -2.232,
  "gap_ev": 7.470,
  "total_charge": 1
}